A cluster of 2 separate species, H3N2P in total in a non-equilibrium geometry, computed with wB97M-V/def2-TZVPD.

Geometry as XYZ:
```
6
Properties=species:S:1:pos:R:3:forces:R:3
N 1.190040 1.058316 -0.964880 -0.845 0.914 -0.634
H -0.283931 -0.912538 -0.162990 -1.413 0.526 1.279
H -0.558751 0.105736 1.086426 0.586 -0.004 0.704
N -1.037321 -0.554754 0.500633 1.166 -0.763 -1.209
P 2.196283 0.185744 -0.378785 1.226 -0.754 0.515
H -1.506320 0.117497 -0.080403 -0.720 0.081 -0.654
```
Forces are in eV/Å.

Calculated values
HOMO-LUMO gap: 9.7 eV
Largest force on an atom: 0.0384 hartree/bohr
Spin multiplicity: 1
HOMO: -10.16 eV
SMILES: N#P.N

Charges computed using natural (NBO), reported in e: number 1, N, carries -0.886; number 2, H, carries 0.343; number 3, H, carries 0.345; number 4, N, carries -1.043; number 5, P, carries 0.886; number 6, H, carries 0.355

=====

A cluster of 2 separate species, H3N3 in total in a non-equilibrium geometry, computed with wB97M-V/def2-TZVPD.

Geometry as XYZ:
```
6
Properties=species:S:1:pos:R:3:forces:R:3
N -0.088911 0.883210 -0.063977 -6.387 -0.184 -0.603
H 0.023450 -0.846367 1.263642 -1.218 0.721 -0.633
H 1.578472 0.195394 -0.649443 1.325 0.437 -0.621
N 0.678417 -0.193820 -0.521833 -0.137 -1.353 -1.087
N 0.437099 -0.002852 0.856908 2.003 -0.646 2.265
H -1.550530 0.512845 -0.348681 4.413 1.025 0.679
```
Forces are in eV/Å.

Calculated values
HOMO-LUMO gap: 9.9 eV
Largest force on an atom: 0.1248 hartree/bohr
Spin multiplicity: 1
HOMO: -9.54 eV

Charges computed using natural (NBO), reported in e: number 1, N, carries -0.191; number 2, H, carries 0.354; number 3, H, carries 0.327; number 4, N, carries -0.333; number 5, N, carries -0.373; number 6, H, carries 0.215

=====

A cluster of 2 separate species, H3N3 in total in a non-equilibrium geometry, computed with wB97M-V/def2-TZVPD.

Geometry as XYZ:
```
6
Properties=species:S:1:pos:R:3:forces:R:3
H 1.764344 -0.097511 0.499610 -2.783 0.101 -2.934
H 0.818764 -0.335637 -1.492164 0.791 -0.985 -2.071
N 0.688143 0.053600 -0.617878 3.849 0.090 5.652
N -0.966448 -0.033863 0.945733 4.460 -0.067 -0.718
N -0.482731 -0.020943 -0.226046 -4.024 0.910 0.413
H -1.822073 0.434355 0.890746 -2.293 -0.050 -0.343
```
Forces are in eV/Å.

Calculated values
HOMO-LUMO gap (spin up / spin down): 9.0 / 9.0 eV
Largest force on an atom: 0.1330 hartree/bohr
Spin multiplicity: 1
HOMO (spin up / spin down): -8.62 / -8.62 eV

Charges computed using natural (NBO), reported in e: number 1, H, carries 0.153; number 2, H, carries 0.381; number 3, N, carries -0.439; number 4, N, carries -0.489; number 5, N, carries 0.055; number 6, H, carries 0.338

=====

An isolated molecule of H3N3O2S in a non-equilibrium geometry, computed with wB97M-V/def2-TZVPD.

Geometry as XYZ:
```
9
Properties=species:S:1:pos:R:3:forces:R:3
O -0.269663 -0.862655 -0.694917 -0.704 -2.148 -1.076
O 1.342144 0.724830 -0.693714 0.222 0.808 0.050
S 2.268358 -0.293790 -1.622775 -0.532 -1.571 1.322
N -0.540677 0.972755 0.452523 1.741 2.252 -0.147
N -1.668363 0.473949 0.958773 -0.370 -3.800 -3.071
H -1.733541 0.725699 1.880086 -0.283 0.967 2.622
H 2.221782 -1.413396 -0.711822 0.283 1.500 -1.323
N 0.024028 0.263628 -0.388492 0.054 0.296 1.278
H -1.644069 -0.591020 0.820338 -0.412 1.697 0.345
```
Forces are in eV/Å.

Calculated values
HOMO-LUMO gap: 9.5 eV
Largest force on an atom: 0.0953 hartree/bohr
Spin multiplicity: 1
HOMO: -9.11 eV
SMILES: N/N=[N+](\[O-])OS

Charges computed using natural (NBO), reported in e: number 1, O, carries -0.497; number 2, O, carries -0.507; number 3, S, carries 0.335; number 4, N, carries -0.070; number 5, N, carries -0.614; number 6, H, carries 0.373; number 7, H, carries 0.121; number 8, N, carries 0.489; number 9, H, carries 0.369

=====

An isolated molecule of H3N3O2S in a non-equilibrium geometry, computed with wB97M-V/def2-TZVPD.

Geometry as XYZ:
```
9
Properties=species:S:1:pos:R:3:forces:R:3
S -0.448896 0.604413 1.732004 -2.583 -1.351 -2.713
O -1.177459 1.118864 -2.110335 -0.474 0.280 1.229
N -1.338687 1.157638 -0.877778 -0.495 1.095 -2.943
H -0.470872 -1.541434 -0.989748 1.499 1.310 0.223
N 0.092207 -0.684952 -0.762409 -3.365 -1.556 0.161
H 1.035847 -0.564145 -0.962833 1.424 0.291 -0.527
N -0.637252 0.277693 -0.188899 2.153 -1.217 4.609
H -1.773077 0.070843 1.961659 1.980 0.865 -0.104
O -2.088550 1.880430 -0.267815 -0.138 0.283 0.065
```
Forces are in eV/Å.

Calculated values
HOMO-LUMO gap: 9.4 eV
Largest force on an atom: 0.1017 hartree/bohr
Spin multiplicity: 1
HOMO: -9.82 eV
SMILES: NN(S)[N+](=O)[O-]

Charges computed using natural (NBO), reported in e: number 1, S, carries 0.110; number 2, O, carries -0.428; number 3, N, carries 0.598; number 4, H, carries 0.387; number 5, N, carries -0.634; number 6, H, carries 0.384; number 7, N, carries -0.179; number 8, H, carries 0.159; number 9, O, carries -0.397

=====

An isolated molecule of H3N3O2S in a non-equilibrium geometry, computed with wB97M-V/def2-TZVPD.

Geometry as XYZ:
```
9
Properties=species:S:1:pos:R:3:forces:R:3
O -2.237050 -0.470867 1.363840 0.102 1.939 0.028
S -1.327532 0.830070 0.861132 -2.450 0.033 -2.423
H -1.669745 -1.184960 1.139980 0.762 -1.827 -0.091
H 2.262677 0.376930 -1.812640 0.405 0.804 -0.767
H 1.682658 -1.119532 -1.251692 -0.140 -0.608 0.565
O -0.548022 1.376205 1.901553 1.376 0.687 2.316
N -0.270601 -0.201614 0.025225 4.320 1.572 -4.669
N 0.537054 0.523145 -0.897424 -2.938 -2.336 4.668
N 1.570561 -0.129376 -1.329973 -1.436 -0.263 0.374
```
Forces are in eV/Å.

Calculated values
HOMO-LUMO gap (spin up / spin down): 9.0 / 9.0 eV
Largest force on an atom: 0.1274 hartree/bohr
Spin multiplicity: 1
HOMO (spin up / spin down): -9.47 / -9.47 eV

Charges computed using natural (NBO), reported in e: number 1, O, carries -0.873; number 2, S, carries 1.609; number 3, H, carries 0.487; number 4, H, carries 0.395; number 5, H, carries 0.384; number 6, O, carries -0.929; number 7, N, carries -0.635; number 8, N, carries 0.076; number 9, N, carries -0.515

=====

A cluster of 2 separate species, H3N3O2S in total in a non-equilibrium geometry, computed with wB97M-V/def2-TZVPD.

Geometry as XYZ:
```
9
Properties=species:S:1:pos:R:3:forces:R:3
O 1.004052 -1.899590 0.972281 0.441 0.265 -0.768
N 0.270557 0.133065 0.613762 0.177 -0.112 1.176
N 0.444658 1.206189 -0.090022 0.369 1.490 -2.646
O 1.931320 -0.727376 -0.655566 -0.113 -0.614 0.165
H 0.680351 1.167101 -1.183578 -0.337 0.126 3.304
H 0.171358 2.105474 0.394386 0.222 -1.705 -1.146
S -2.468450 -1.054657 -0.363502 -0.023 -0.318 -0.211
H -3.183102 -0.008641 0.047734 -0.139 0.217 0.109
N 1.149256 -0.921566 0.264506 -0.597 0.653 0.017
```
Forces are in eV/Å.

Calculated values
HOMO-LUMO gap (spin up / spin down): 9.6 / 7.0 eV
Largest force on an atom: 0.0646 hartree/bohr
Spin multiplicity: 3
HOMO (spin up / spin down): -9.06 / -9.62 eV

Charges computed using natural (NBO), reported in e: number 1, O, carries -0.344; number 2, N, carries -0.096; number 3, N, carries -0.537; number 4, O, carries -0.425; number 5, H, carries 0.409; number 6, H, carries 0.413; number 7, S, carries -0.077; number 8, H, carries 0.088; number 9, N, carries 0.570

=====

A cluster of 2 separate species, H3N3O3 in total in a non-equilibrium geometry, computed with wB97M-V/def2-TZVPD.

Geometry as XYZ:
```
9
Properties=species:S:1:pos:R:3:forces:R:3
H -0.982849 0.057315 0.697934 1.415 -0.343 0.511
H -0.078657 0.904248 -2.240570 0.079 -1.527 1.835
O 2.464710 1.461297 -1.166045 0.871 0.552 -1.300
N 0.024107 -0.242440 0.622881 -4.078 1.016 -0.883
H 0.289655 -1.064449 1.129341 0.074 -0.419 -0.157
N 0.375240 -0.235383 -0.662393 4.203 -1.217 0.406
O 2.153568 1.021710 0.905148 0.208 -0.279 0.555
N 1.939264 0.906936 -0.258786 -1.634 0.025 -0.441
O -0.493284 0.393337 -1.465327 -1.137 2.192 -0.525
```
Forces are in eV/Å.

Calculated values
HOMO-LUMO gap (spin up / spin down): 8.7 / 8.6 eV
Largest force on an atom: 0.0855 hartree/bohr
Spin multiplicity: 1
HOMO (spin up / spin down): -8.42 / -8.42 eV

Charges computed using natural (NBO), reported in e: number 1, H, carries 0.376; number 2, H, carries 0.521; number 3, O, carries -0.396; number 4, N, carries -0.576; number 5, H, carries 0.397; number 6, N, carries 0.107; number 7, O, carries -0.365; number 8, N, carries 0.498; number 9, O, carries -0.560

=====

spin multiplicity of number 2 (H3N3)?
1

=====

The highest largest force on an atom belongs to which entry?
number 3

=====

What is the spin multiplicity in the fifth record?
1